[1]
The following is a DFT calculation (ωB97M-V with the def2-TZVPD basis set) of a cluster of 2 separate species, C3H6O2 in total at a distorted geometry.

The charge is +1. The HOMO-LUMO gap (alpha / beta) comes out at 7.8 / 4.7 eV. The value obtained for the HOMO energy (alpha / beta) is -13.59 / -13.59 eV. The calculation puts the energy relative to the best compared isomer or geometry (same formula, charge and spin) at 1.211 eV. Its spin multiplicity is 2. The calculation puts the max |F| at 2.3 eV/A. As for the LUMO energy (alpha / beta): -5.78 / -8.85 eV.

Last column: Mulliken charge in e.
CARTESIAN COORDINATES (ANGSTROEM)
O: -1.8436 1.6146 1.7371  -0.3527
C: -1.9623 0.4453 1.9730  0.0718
H: -2.8855 -0.0238 2.3355  0.2755
H: -1.0811 -0.2070 1.7895  0.0393
C: 1.9085 -0.0018 -1.0839  -0.7087
C: 0.6298 -0.3564 -0.7187  0.5978
O: -0.2477 -0.7252 -1.6145  -0.2610
H: 2.4039 0.6549 -0.3720  0.2997
H: 2.5368 -0.3601 -1.8900  0.3465
H: 0.3990 -0.5222 0.3294  0.3086
H: 0.1423 -0.5185 -2.4855  0.3831

=====

[2]
The following is a DFT calculation (ωB97M-V with the def2-TZVPD basis set) of a cluster of 2 separate species, C3H6O2S in total at a distorted geometry.

The charge is 0. The HOMO-LUMO gap comes out at 9.4 eV. The value obtained for the HOMO energy is -8.79 eV. The calculation puts the energy relative to the best compared isomer or geometry (same formula, charge and spin) at 2.072 eV. Its spin multiplicity is 1. The calculation puts the max |F| at 3.0 eV/A. As for the LUMO energy: 0.60 eV.

Last column: Mulliken charge in e.
CARTESIAN COORDINATES (ANGSTROEM)
C: 3.6542 1.1846 0.2394  0.1081
C: -1.5571 0.7321 0.4827  -1.0295
C: -0.5657 0.1693 -0.5142  -0.4952
O: 3.9711 0.5341 -0.6263  -0.1093
O: 0.1040 -2.2302 0.8168  -0.4797
S: 0.8324 -0.9273 0.0914  0.0298
H: -0.0995 -2.8436 0.0747  0.3380
H: -1.8611 1.5720 -0.0618  0.3369
H: -2.3168 0.0682 0.6692  0.3060
H: -0.9698 1.0536 1.2990  0.3236
H: -0.1743 1.0540 -1.1316  0.2974
H: -1.0173 -0.3668 -1.3393  0.3740

=====

[3]
The following is a DFT calculation (ωB97M-V with the def2-TZVPD basis set) of the molecule C3H6O2S at a distorted geometry.

The charge is 0. The HOMO-LUMO gap comes out at 9.9 eV. The value obtained for the HOMO energy is -9.31 eV. The calculation puts the energy relative to the best compared isomer or geometry (same formula, charge and spin) at 0.873 eV. Its spin multiplicity is 1. The calculation puts the max |F| at 2.4 eV/A. As for the LUMO energy: 0.55 eV. As for the SMILES: O=C(O)CCS.

Last column: Mulliken charge in e.
CARTESIAN COORDINATES (ANGSTROEM)
O: -0.8126 1.4168 2.0234  -0.5314
C: -0.7584 0.5380 1.1944  0.3465
O: -1.7213 -0.4069 1.0732  -0.4430
C: 0.4918 0.2913 0.3757  -0.3052
C: 0.1436 -0.3475 -0.9914  -0.6727
S: 1.6351 -1.0227 -1.9436  -0.2295
H: -2.6011 -0.0333 1.0293  0.3454
H: 1.0308 -0.5236 0.8492  0.2880
H: 0.8717 1.3082 0.2950  0.3455
H: -0.3002 -1.2835 -0.6719  0.2871
H: -0.4295 0.1217 -1.7814  0.4470
H: 2.4502 -0.0585 -1.4519  0.1221

=====

[4]
The following is a DFT calculation (ωB97M-V with the def2-TZVPD basis set) of the molecule C3H6O2S at a distorted geometry.

The charge is 0. The HOMO-LUMO gap comes out at 9.9 eV. The value obtained for the HOMO energy is -9.38 eV. The calculation puts the energy relative to the best compared isomer or geometry (same formula, charge and spin) at 1.329 eV. Its spin multiplicity is 1. The calculation puts the max |F| at 3.8 eV/A. As for the LUMO energy: 0.52 eV. As for the SMILES: C[C@H](O)C(O)=S.

Last column: Mulliken charge in e.
CARTESIAN COORDINATES (ANGSTROEM)
C: -1.8099 0.6294 0.6593  -1.1841
C: -1.0034 -0.1759 -0.4206  0.4087
C: 0.4184 0.3515 -0.2044  0.2170
H: -1.8592 1.7017 0.4308  0.3563
H: -1.4270 0.4413 1.6857  0.2733
H: -2.8261 0.3576 0.6097  0.3867
H: -1.4347 0.0990 -1.4308  0.1727
H: -0.2508 -2.1644 -0.3068  0.3146
H: 1.2074 1.9385 -0.1262  0.3281
O: -1.1041 -1.6001 -0.2426  -0.5413
O: 0.3837 1.6057 -0.4363  -0.3427
S: 1.6702 -0.4530 0.2727  -0.3895

=====

[5]
The following is a DFT calculation (ωB97M-V with the def2-TZVPD basis set) of the molecule C3H6O2S at a distorted geometry.

The charge is 0. The HOMO-LUMO gap comes out at 9.0 eV. The value obtained for the HOMO energy is -8.58 eV. The calculation puts the energy relative to the best compared isomer or geometry (same formula, charge and spin) at 3.907 eV. Its spin multiplicity is 1. The calculation puts the max |F| at 9.6 eV/A. As for the LUMO energy: 0.42 eV. As for the SMILES: OCCOC=S.

Last column: Mulliken charge in e.
CARTESIAN COORDINATES (ANGSTROEM)
C: -2.1223 -0.1406 0.4768  -0.3570
C: -0.7825 -0.5398 -0.0155  -0.5768
C: 1.3386 0.8212 0.0424  -0.1005
H: -3.9102 0.1092 -0.1509  0.2972
H: -2.2294 -1.0520 1.3048  0.2350
H: -2.0778 0.5474 1.3575  0.3481
H: -0.4643 -1.1871 0.8579  0.3391
H: -0.7504 -0.8566 -0.9154  0.4671
H: 1.7334 1.7862 -0.2253  0.3331
O: -3.0904 0.0702 -0.6353  -0.4759
O: 0.0878 0.6204 0.2202  -0.2266
S: 2.5698 -0.3573 -0.1206  -0.2826

=====

[6]
The following is a DFT calculation (ωB97M-V with the def2-TZVPD basis set) of a structure of composition C3H6O2S at a distorted geometry.

The charge is 0. The HOMO-LUMO gap comes out at 9.1 eV. The value obtained for the HOMO energy is -8.74 eV. The calculation puts the energy relative to the best compared isomer or geometry (same formula, charge and spin) at 4.968 eV. Its spin multiplicity is 1. The calculation puts the max |F| at 4.5 eV/A. As for the LUMO energy: 0.34 eV.

Last column: Mulliken charge in e.
CARTESIAN COORDINATES (ANGSTROEM)
C: -0.9296 0.2313 -0.4935  -0.6689
C: 0.0704 1.4140 -0.2989  -0.4508
C: -0.0551 -0.8530 0.1674  -0.0374
O: 2.5595 0.2688 0.6085  -0.5484
O: -0.4201 -2.0897 -0.0740  -0.3869
S: 1.4733 0.1282 -0.3473  0.3937
H: -1.8388 0.3662 0.0739  0.2966
H: -1.2141 -0.0436 -1.5080  0.3042
H: 0.3675 2.2955 -1.0216  0.3220
H: -0.0790 1.7077 0.7826  0.2734
H: -0.1543 -0.6168 1.9382  0.1432
H: 0.2203 -2.8086 0.1728  0.3593

=====

[7]
The following is a DFT calculation (ωB97M-V with the def2-TZVPD basis set) of the molecule C3H6O2S2 at a distorted geometry.

The charge is 0. The HOMO-LUMO gap comes out at 9.8 eV. The value obtained for the HOMO energy is -9.50 eV. The calculation puts the energy relative to the best compared isomer or geometry (same formula, charge and spin) at 0.755 eV. Its spin multiplicity is 1. The calculation puts the max |F| at 3.4 eV/A. As for the LUMO energy: 0.29 eV. As for the SMILES: O=C(O)CCSS.

Last column: Mulliken charge in e.
CARTESIAN COORDINATES (ANGSTROEM)
C: 0.8106 -0.2216 -0.3567  -0.3808
C: 0.2232 -1.3366 -1.2166  0.4291
O: 0.2933 -1.0211 -2.5055  -0.4370
O: -0.0066 -2.5091 -0.9292  -0.5908
C: -0.2287 0.3423 0.5968  -0.6073
S: 0.1094 2.0849 0.9759  -0.0797
S: -0.5001 2.0438 2.9864  -0.2395
H: 0.8963 0.5476 -1.1745  0.2317
H: 1.8410 -0.4286 -0.0578  0.3649
H: -0.1293 -1.8571 -2.8302  0.3371
H: -1.2368 0.1543 0.2311  0.3919
H: -0.2478 -0.2411 1.5061  0.4061
H: -1.8247 2.4423 2.7742  0.1742

=====

[8]
The following is a DFT calculation (ωB97M-V with the def2-TZVPD basis set) of the ion C3H6O2S2 with charge +1 at a distorted geometry.

The charge is +1. The HOMO-LUMO gap (alpha / beta) comes out at 9.6 / 6.0 eV. The value obtained for the HOMO energy (alpha / beta) is -14.66 / -14.67 eV. The calculation puts the energy relative to the best compared isomer or geometry (same formula, charge and spin) at 0.000 eV. Its spin multiplicity is 2. The calculation puts the max |F| at 1.7 eV/A. As for the LUMO energy (alpha / beta): -5.11 / -8.68 eV.

Last column: Mulliken charge in e.
CARTESIAN COORDINATES (ANGSTROEM)
C: -0.5526 -0.2967 0.3805  -0.4061
C: -0.9278 -1.3409 -0.6555  0.5675
O: -2.2258 -1.5715 -0.6666  -0.4194
O: -0.0875 -1.9614 -1.2424  -0.5259
C: 0.9385 0.0071 0.3107  -0.7890
S: 1.6331 1.3712 -0.7193  0.3111
S: 0.7487 2.9224 0.3178  0.0182
H: -0.8359 -0.5640 1.3971  0.3353
H: -1.0306 0.6871 0.3155  0.3084
H: -2.4305 -2.2368 -1.3449  0.3781
H: 1.3236 0.3025 1.2878  0.4774
H: 1.5363 -0.8567 0.0121  0.4464
H: 1.9105 3.5377 0.6070  0.2980